{"formula": "CH3FN2OS", "method": "ωB97M-V/def2-TZVPD", "elements": ["C", "N", "N", "O", "F", "S", "H", "H", "H"], "xyz": [[1.171, -0.164, -0.062], [0.657, -1.187, -0.546], [-1.852, 0.120, 0.644], [0.554, 1.036, 0.042], [2.435, -0.040, 0.281], [-1.080, 0.918, -0.365], [1.110, -2.081, -0.568], [-1.976, -0.787, 0.394], [-1.020, 2.184, 0.182]], "orbital_gap_ha": 0.3815, "e_homo_ev": -9.64, "charge": 0, "multiplicity": 1}

{"formula": "CH3FN2P2", "method": "ωB97M-V/def2-TZVPD", "elements": ["C", "N", "P", "N", "P", "F", "H", "H", "H"], "xyz": [[1.114, 1.193, 0.385], [0.067, 0.273, 0.132], [-1.001, 0.271, -1.027], [-2.039, -0.917, -0.570], [-2.084, -2.480, -0.064], [-0.536, -2.917, -0.132], [1.667, 1.177, 1.246], [0.855, 2.252, 0.329], [1.956, 1.149, -0.301]], "orbital_gap_ha": 0.2769, "e_homo_ev": -8.82, "smiles": "C/N=P/N=P\\F", "charge": 0, "multiplicity": 1}

{"formula": "CH3FO2", "method": "ωB97M-V/def2-TZVPD", "elements": ["C", "O", "O", "F", "H", "H", "H"], "xyz": [[0.648, -0.144, -0.357], [-1.366, -0.369, 0.668], [-0.653, -0.437, -0.558], [1.348, -0.863, 0.516], [0.923, -0.289, -1.383], [0.752, 1.531, 0.391], [-1.652, 0.570, 0.723]], "orbital_gap_ha": 0.3892, "e_homo_ev": -10.30, "charge": 0, "multiplicity": 1}

{"formula": "CH3FO2P", "method": "ωB97M-V/def2-TZVPD", "elements": ["C", "O", "O", "F", "P", "H", "H", "H"], "xyz": [[-0.908, -0.218, -0.053], [1.705, -0.569, -1.265], [1.570, -0.797, 1.254], [0.308, 2.607, 0.220], [0.976, -0.321, -0.009], [-1.091, 0.839, -0.088], [-1.356, -0.805, -0.921], [-1.205, -0.736, 0.862]], "orbital_gap_ha": 0.3114, "e_homo_ev": -4.80, "charge": -1, "multiplicity": 1}

{"formula": "CH3FOS", "method": "ωB97M-V/def2-TZVPD", "elements": ["F", "C", "S", "H", "O", "H", "H"], "xyz": [[1.646, -1.961, 0.067], [1.129, -0.765, 0.024], [1.899, 0.657, -0.328], [0.053, -0.872, 0.065], [-1.730, 0.780, -0.293], [-2.167, 0.987, 0.563], [-0.831, 1.174, -0.098]], "orbital_gap_ha": 0.3453, "e_homo_ev": -9.92, "smiles": "FC=S.O", "charge": 0, "multiplicity": 1}

{"formula": "CH3FOS2", "method": "ωB97M-V/def2-TZVPD", "elements": ["C", "O", "F", "S", "S", "H", "H", "H"], "xyz": [[0.200, -0.219, 0.123], [2.154, 0.339, 1.756], [2.210, 2.227, -0.628], [3.026, -0.970, -0.672], [1.912, 0.145, 0.362], [-0.406, 0.568, 0.264], [0.107, -0.608, -0.799], [-0.021, -0.867, 1.006]], "orbital_gap_ha": [0.3032, 0.3032], "e_homo_ev": [-10.76, -10.76], "charge": 0, "multiplicity": 1}

{"formula": "CH3IN2O2", "method": "ωB97M-V/def2-TZVPD", "elements": ["N", "N", "C", "O", "O", "I", "H", "H", "H"], "xyz": [[1.141, -0.719, -1.078], [0.548, 0.420, -0.413], [-0.458, 0.048, 0.397], [-0.823, -1.051, 0.696], [-1.175, 1.341, 0.966], [-2.688, 0.905, 2.145], [2.169, -0.744, -0.934], [0.736, -1.495, -0.685], [0.551, 1.294, -1.094]], "orbital_gap_ha": 0.3229, "e_homo_ev": -9.26, "smiles": "NNC(=O)OI", "charge": 0, "multiplicity": 1}

{"formula": "CH3IN4", "method": "ωB97M-V/def2-TZVPD", "elements": ["C", "N", "N", "N", "N", "I", "H", "H", "H"], "xyz": [[-0.977, -0.062, -0.414], [-0.340, 1.318, -0.118], [0.828, 1.110, 0.179], [-0.201, -1.009, 0.249], [1.213, -0.032, 0.529], [3.041, -0.511, -0.023], [-1.965, 0.137, -0.061], [-1.090, -0.039, -1.597], [-0.510, -0.912, 1.255]], "orbital_gap_ha": [0.2591, 0.2475], "e_homo_ev": [-6.48, -9.95], "s2": 2.0239, "charge": 0, "multiplicity": 3}

Calculated DFT total energy, -19663.6569, -25360.2587, -7892.1085, -17188.9750, -16684.8533, -27517.5751, -16259.3440, -15139.2909 eV (same order as the records).
Calculated energy above the lowest of the compared OMol25 structures with the same formula, charge and spin, 33.10, 2.18, 141.79, 68.69, 14.62, 52.44, 24.58, 25.49 kcal/mol (same order as the records).
Calculated maximum force, 3.79, 5.62, 3.89, 2.10, 2.57, 3.89, 3.96, 6.05 eV/A (same order as the records).